# 1
The following is a quantum chemistry calculation of a 2-piece molecular cluster, C7H9N overall at a distorted geometry, from OMol25.

Geometry (Å):
1 C 0.062 -0.272 1.221
2 C 1.267 -0.978 1.280
3 C 2.421 -0.300 0.829
4 C 2.309 1.010 0.361
5 C 1.053 1.608 0.315
6 C -1.796 -0.443 -1.462
7 C -3.123 -0.454 -1.521
8 H -0.849 -0.751 1.592
9 H 1.357 -2.038 1.544
10 H 3.375 -0.827 0.822
11 H 3.138 1.547 0.005
12 H 0.905 2.630 -0.038
13 H -1.506 0.205 -0.521
14 H -1.278 -1.177 -1.991
15 H -3.662 0.150 -0.737
16 H -3.610 -0.899 -2.437
17 N -0.064 0.989 0.738

Output
Energy relative to the best compared isomer or geometry (same formula, charge and spin) (kJ/mol): 210.33
HOMO-LUMO gap (eV): 10.480
HOMO energy (eV): -9.59
Lowest unoccupied orbital energy (eV): 0.888

# 2
The following is a quantum chemistry calculation of an isolated molecule of C4H7N at a distorted geometry, from OMol25.

Geometry (Å):
1 C -0.610 0.489 -0.429
2 C -0.542 -0.886 -0.049
3 C 0.421 1.918 -1.001
4 C 0.236 -1.514 1.129
5 N -1.670 0.127 0.096
6 H -0.615 -1.773 -0.719
7 H -0.008 2.802 -0.340
8 H 0.141 2.140 -2.069
9 H 1.440 1.566 -0.827
10 H -0.492 -2.222 1.568
11 H 0.525 -0.712 1.887
12 H 1.172 -1.933 0.753

Output
Energy relative to the best compared isomer or geometry (same formula, charge and spin) (kJ/mol): 320.17
HOMO-LUMO gap (eV): 10.322
HOMO energy (eV): -9.38
Lowest unoccupied orbital energy (eV): 0.939

# 3
The following is a quantum chemistry calculation of an isolated ion of composition C6H13N2 and charge +1 at a distorted geometry, from OMol25.

Geometry (Å):
1 C 0.415 -0.189 0.648
2 C -0.751 0.945 0.835
3 C -1.331 -0.896 -0.656
4 C -1.583 0.636 -0.489
5 C -1.112 1.407 -1.680
6 C 2.668 -1.068 1.223
7 N 0.023 -1.068 -0.226
8 N 1.553 -0.076 1.258
9 H -1.283 0.567 1.722
10 H -0.391 1.937 0.931
11 H -2.151 -1.518 -0.261
12 H -1.279 -1.017 -1.767
13 H -2.705 0.817 -0.577
14 H -0.243 1.042 -2.265
15 H -1.091 2.414 -1.251
16 H -1.749 1.461 -2.541
17 H 3.407 -0.752 1.972
18 H 3.218 -1.157 0.174
19 H 2.252 -2.135 1.302
20 H 0.515 -1.937 -0.345
21 H 1.619 0.587 1.994

Output
Energy relative to the best compared isomer or geometry (same formula, charge and spin) (kJ/mol): 69.03
Net charge: +1
HOMO-LUMO gap (eV): 11.764
HOMO energy (eV): -14.59
Lowest unoccupied orbital energy (eV): -2.830

# 4
The following is a quantum chemistry calculation of an isolated molecule of C2H3NO2S at a distorted geometry, from OMol25.

Geometry (Å):
1 C -0.422 0.013 0.145
2 C 1.726 -0.656 0.007
3 H 0.172 2.003 -0.038
4 H 2.237 -0.916 0.960
5 H 2.277 -1.193 -0.781
6 N 0.462 1.068 0.308
7 O 1.684 0.734 -0.296
8 O 0.376 -1.098 0.065
9 S -2.014 -0.037 -0.085

Output
Energy relative to the best compared isomer or geometry (same formula, charge and spin) (kJ/mol): 273.49
HOMO-LUMO gap (eV): 9.643
HOMO energy (eV): -9.05
Lowest unoccupied orbital energy (eV): 0.593

# 5
The following is a quantum chemistry calculation of a 5-piece molecular cluster, C12H20Br4NO9 overall at a distorted geometry, from OMol25.

Geometry (Å):
1 N 2.480 -2.428 -0.739
2 O 2.933 -2.476 0.371
3 O 2.862 -3.152 -1.657
4 O 1.650 -1.603 -1.010
5 Br -3.917 -5.806 -4.020
6 C -2.007 -5.563 -4.564
7 C -1.902 -5.856 -6.074
8 Br -2.423 -7.677 -6.639
9 H -1.374 -6.266 -4.024
10 H -1.689 -4.556 -4.293
11 H -0.922 -5.581 -6.464
12 H -2.559 -5.099 -6.502
13 Br -2.527 4.227 -4.532
14 C -2.555 2.866 -3.110
15 C -3.610 1.753 -3.416
16 Br -4.106 0.811 -1.759
17 H -2.740 3.428 -2.195
18 H -1.551 2.440 -3.114
19 H -3.313 1.037 -4.182
20 H -4.539 2.259 -3.681
21 C 4.830 3.963 -1.582
22 C 4.237 4.416 -0.243
23 C 4.556 3.456 0.942
24 O 5.201 4.330 1.871
25 C 5.266 5.561 1.397
26 O 5.688 6.539 1.983
27 O 4.745 5.639 0.169
28 H 5.895 3.734 -1.577
29 H 4.656 4.650 -2.411
30 H 4.346 3.086 -2.011
31 H 3.156 4.539 -0.313
32 H 5.150 2.605 0.608
33 H 3.600 3.144 1.363
34 C -1.717 -2.500 4.513
35 C -1.766 -1.209 5.256
36 C -3.149 -0.598 5.244
37 O -3.245 -0.317 6.578
38 C -2.428 -1.096 7.330
39 O -2.524 -1.220 8.513
40 O -1.522 -1.631 6.592
41 H -1.801 -2.301 3.445
42 H -2.504 -3.187 4.824
43 H -0.722 -2.930 4.631
44 H -1.057 -0.432 4.970
45 H -3.936 -1.277 4.915
46 H -3.144 0.282 4.601

Output
Energy relative to the best compared isomer or geometry (same formula, charge and spin) (kJ/mol): 237.76
Net charge: -1
HOMO-LUMO gap (eV): 6.115
HOMO energy (eV): -4.30
Lowest unoccupied orbital energy (eV): 1.812

# 6
The following is a quantum chemistry calculation of a 8-piece molecular cluster, H16O8 overall at a distorted geometry, from OMol25.

Geometry (Å):
1 O 1.403 1.240 -2.053
2 H 2.107 1.906 -1.704
3 H 0.966 1.556 -2.916
4 O 2.196 -0.578 2.436
5 H 1.633 -0.761 1.709
6 H 3.027 -1.035 2.181
7 O -0.140 -2.515 1.151
8 H -0.819 -3.139 1.300
9 H 0.370 -3.206 0.792
10 O 0.143 0.180 0.177
11 H 0.617 0.524 -0.693
12 H 0.080 -0.609 -0.094
13 O -1.411 -1.926 -2.695
14 H -1.138 -1.432 -3.438
15 H -0.575 -2.341 -2.227
16 O -1.611 0.801 3.036
17 H -1.054 0.656 2.247
18 H -0.987 0.822 3.892
19 O -2.239 0.267 -1.258
20 H -1.971 -0.660 -1.702
21 H -1.450 0.393 -0.845
22 O 0.371 3.422 0.622
23 H 0.924 3.232 -0.257
24 H -0.443 3.203 0.338

Output
Energy relative to the best compared isomer or geometry (same formula, charge and spin) (kJ/mol): 468.65
HOMO-LUMO gap (eV): 9.861
HOMO energy (eV): -10.32
Lowest unoccupied orbital energy (eV): -0.456

# 7
The following is a quantum chemistry calculation of C14H35N2NaO9S as an isolated structure at a distorted geometry, from OMol25.

Geometry (Å):
1 Na -22.753 -33.964 3.711
2 S -21.887 -35.233 0.544
3 O -21.947 -33.854 -0.029
4 O -22.603 -35.285 1.859
5 O -22.611 -36.050 -0.480
6 O -20.503 -35.711 0.775
7 C -25.094 -32.161 6.275
8 C -24.226 -31.573 5.181
9 O -24.523 -32.033 3.919
10 H -26.111 -31.749 6.284
11 H -24.720 -31.933 7.288
12 H -25.194 -33.247 6.206
13 H -23.158 -31.852 5.396
14 H -24.254 -30.462 5.169
15 C -22.541 -36.817 5.936
16 O -22.183 -35.485 5.645
17 C -20.879 -35.156 6.068
18 C -20.643 -33.635 6.095
19 N -20.665 -33.214 4.685
20 C -19.457 -33.598 3.922
21 C -19.541 -32.945 2.552
22 O -19.653 -31.560 2.714
23 C -19.775 -30.820 1.524
24 H -21.679 -37.438 6.182
25 H -23.210 -37.265 5.202
26 H -23.186 -36.783 6.829
27 H -20.168 -35.759 5.499
28 H -20.755 -35.402 7.140
29 H -19.635 -33.632 6.540
30 H -21.427 -33.038 6.551
31 H -20.646 -32.202 4.588
32 H -19.337 -34.667 3.748
33 H -18.616 -33.213 4.523
34 H -20.403 -33.404 2.048
35 H -18.652 -33.208 1.963
36 H -20.605 -31.199 0.917
37 H -18.874 -31.001 0.919
38 H -19.909 -29.767 1.750
39 C -28.060 -29.704 -0.306
40 O -27.836 -30.700 0.655
41 C -28.963 -31.503 0.868
42 C -28.471 -32.856 1.384
43 N -27.882 -32.621 2.726
44 C -27.384 -33.858 3.354
45 C -26.347 -34.704 2.594
46 O -26.425 -35.982 3.202
47 C -25.558 -36.903 2.607
48 H -28.662 -28.880 0.111
49 H -28.583 -30.059 -1.200
50 H -27.099 -29.248 -0.541
51 H -29.474 -31.750 -0.078
52 H -29.745 -31.098 1.525
53 H -27.772 -33.299 0.682
54 H -29.356 -33.503 1.519
55 H -28.752 -32.524 3.246
56 H -28.198 -34.576 3.554
57 H -26.919 -33.606 4.308
58 H -25.350 -34.268 2.626
59 H -26.659 -34.756 1.544
60 H -25.729 -37.160 1.557
61 H -25.584 -37.835 3.189
62 H -24.490 -36.653 2.679

Output
Net charge: -2
HOMO-LUMO gap (eV): 4.215
HOMO energy (eV): -0.52
Lowest unoccupied orbital energy (eV): 3.693

# 8
The following is a quantum chemistry calculation of C23H18N3O4S2Ti as an isolated structure at a distorted geometry, from OMol25.

Geometry (Å):
1 Ti 0.603 0.320 -0.471
2 O 2.430 0.799 -0.174
3 C 3.301 0.808 0.753
4 C 4.677 0.923 0.339
5 C 5.685 0.918 1.234
6 C 5.376 0.797 2.596
7 C 4.095 0.685 3.050
8 C 3.034 0.672 2.121
9 C 1.625 0.516 2.529
10 N 0.632 0.372 1.750
11 C -0.631 0.095 2.461
12 C -1.729 -0.200 1.443
13 N -1.514 0.652 0.309
14 C -2.449 1.293 -0.231
15 C -2.240 2.165 -1.341
16 C -3.392 2.697 -1.944
17 C -3.271 3.710 -2.875
18 C -2.038 4.352 -3.031
19 C -0.918 3.830 -2.451
20 C -0.951 2.627 -1.720
21 O 0.124 2.072 -1.325
22 H 4.818 0.895 -0.756
23 H 6.750 1.008 1.075
24 H 6.171 0.803 3.321
25 H 3.832 0.562 4.100
26 H 1.411 0.427 3.589
27 H -0.515 -0.838 3.040
28 H -0.873 0.915 3.135
29 H -1.631 -1.244 1.161
30 H -2.742 -0.116 1.826
31 H -3.444 1.201 0.230
32 H -4.378 2.268 -1.708
33 H -4.155 4.022 -3.373
34 H -1.984 5.272 -3.616
35 H 0.033 4.313 -2.539
36 O 1.641 -1.809 0.540
37 S 1.288 -2.539 -0.667
38 O 2.192 -3.590 -1.091
39 N 0.855 -1.396 -1.715
40 C -0.470 -1.649 -2.219
41 S -1.115 -0.780 -3.536
42 C -1.196 -2.581 -1.443
43 C -2.574 -2.975 -1.516
44 C -2.985 -3.975 -0.686
45 C -2.171 -4.575 0.300
46 C -0.877 -4.139 0.494
47 C -0.347 -3.218 -0.448
48 H -3.220 -2.388 -2.180
49 H -4.007 -4.255 -0.680
50 H -2.570 -5.251 1.047
51 H -0.185 -4.468 1.292

Output
2S+1: 3
Net charge: -1
HOMO-LUMO gap (alpha / beta) (eV): 4.865 / 6.852
HOMO energy (alpha / beta) (eV): -2.37 / -4.43
Lowest unoccupied orbital energy (alpha / beta) (eV): 2.491 / 2.425

These records have total energy values of -8892.9765; -5748.0985; -9406.1522; -18540.6181; -312853.7941; -16637.1533; -51742.2871; -81592.6904 eV, in the order they appear.